[1]
The molecule C2H4F2N2S in a non-equilibrium geometry. Source: the Open Molecules 2025 dataset; level of theory: ωB97M-V/def2-TZVPD.

Output
lowest unoccupied orbital energy = 0.762 eV
Kohn-Sham gap = 0.36545 hartree
energy relative to the best compared isomer or geometry (same formula, charge and spin) = 33.2 kcal/mol
total energy = -785.9920 a.u.
E_HOMO = -9.183 eV
SMILES = [H]/N=C(/NS)C(F)F

Geometry as ORCA input:
```
! wB97M-V def2-TZVPD RIJCOSX def2/J DEFGRID3
* xyz 0 1
H 0.4749 2.1213 -0.1290
N -0.3615 1.5534 -0.0163
C 0.1290 0.4179 0.2512
N -0.7966 -0.5947 0.5313
S -2.3889 -0.1943 -0.1178
C 1.5521 -0.1982 0.3510
F 1.6468 -1.3371 -0.3837
F 2.4075 0.6809 -0.2050
H -0.4656 -1.3742 0.0334
H -2.0893 0.5887 -1.2884
H 1.8338 -0.3504 1.3480
*
```

Atom charges from the natural (NBO) analysis, given in e for atoms 1 to 8: 0.35 -0.63 0.33 -0.71 0.13 0.52 -0.33 -0.33

---

[2]
A structure of composition C3H8NO2Rb in a non-equilibrium geometry. Source: the Open Molecules 2025 dataset; level of theory: ωB97M-V/def2-TZVPD.

Output
lowest unoccupied orbital energy = -0.589 eV
Kohn-Sham gap = 0.20964 hartree
energy relative to the best compared isomer or geometry (same formula, charge and spin) = 20.8 kcal/mol
total energy = -348.3642 a.u.
E_HOMO = -6.293 eV

Geometry as ORCA input:
```
! wB97M-V def2-TZVPD RIJCOSX def2/J DEFGRID3
* xyz 0 1
Rb -1.6825 2.7619 -0.3678
O -3.3028 1.9101 -2.5818
H -2.7737 1.3987 -3.2246
C 1.2057 0.8107 0.0670
O 0.8479 1.3768 -0.9228
N 0.7738 -0.4224 0.4744
C 1.2479 -1.0413 1.7055
C -0.2611 -0.9868 -0.3967
H 1.7279 1.3515 0.8714
H 1.6362 -0.3224 2.4269
H 1.9157 -1.9027 1.7228
H 0.2790 -1.3502 2.0979
H -1.2621 -0.8866 0.0228
H -0.3340 -0.6500 -1.4308
H -0.0180 -2.0472 -0.4642
*
```

Atom charges from the Löwdin analysis, given in e for atoms 1 to 8: 0.93 -0.73 -0.18 -0.38 -0.06 -0.18 -0.04 -0.03

---

[3]
A cluster of 2 separate species, C3H9BO in total in a non-equilibrium geometry. Source: the Open Molecules 2025 dataset; level of theory: ωB97M-V/def2-TZVPD.

Output
lowest unoccupied orbital energy (spin up / spin down) = 0.330 / 0.249 eV
Kohn-Sham gap (spin up / spin down) = 0.24513 / 0.28073 hartree
energy relative to the best compared isomer or geometry (same formula, charge and spin) = 104.4 kcal/mol
total energy = -219.6559 a.u.
E_HOMO (spin up / spin down) = -6.341 / -7.390 eV

Geometry as ORCA input:
```
! wB97M-V def2-TZVPD RIJCOSX def2/J DEFGRID3
* xyz 0 1
B 0.5006 -0.0020 1.0961
C -0.6470 -1.1581 -2.3755
C -0.5552 -0.5707 2.1500
C 1.4759 2.2728 0.5024
O 1.0365 1.0748 0.8056
H -1.4259 -0.7851 -1.7218
H -0.1040 -1.8687 -1.7745
H -1.0674 -1.5585 -3.2508
H -0.9313 -1.5842 1.7750
H -1.3510 0.1342 2.0284
H -0.3076 -0.8480 3.1794
H 0.7859 2.8121 -0.1201
H 0.0528 -0.3398 -2.6593
H 2.5376 2.4210 0.3651
*
```

Atom charges from the natural (NBO) analysis, given in e for atoms 1 to 8: 0.83 -0.85 -1.03 -0.25 -0.62 0.21 0.21 0.21

---

[4]
A cluster of 2 separate species, C32H31Si in total in a non-equilibrium geometry. Source: the Open Molecules 2025 dataset; level of theory: ωB97M-V/def2-TZVPD.

Output
lowest unoccupied orbital energy = -5.512 eV
Kohn-Sham gap = 0.19929 hartree
total energy = -1527.2128 a.u.
E_HOMO = -10.934 eV

Geometry as ORCA input:
```
! wB97M-V def2-TZVPD RIJCOSX def2/J DEFGRID3
* xyz 1 1
C -0.8859 2.1479 5.0985
C -0.9988 0.7540 5.1261
C -1.1740 0.0318 3.9389
C -1.2216 0.7066 2.7111
Si -1.3023 -0.2046 1.0829
C -1.4276 -2.0391 1.4324
C -2.5701 -2.7677 1.0704
C -2.6451 -4.1374 1.3545
C -1.5836 -4.7884 1.9928
C -0.4398 -4.0636 2.3449
C -0.3587 -2.6928 2.0671
C -2.8683 0.3407 0.2158
C -3.9655 0.7919 0.9652
C -5.1425 1.1910 0.3167
C -5.2275 1.1521 -1.0793
C -4.1345 0.6971 -1.8256
C -2.9600 0.2840 -1.1843
C 0.2125 0.1274 0.0078
C 1.2325 1.0438 0.6214
C 2.2497 0.6184 1.3906
C -1.1342 2.1068 2.6859
C -0.9559 2.8234 3.8754
H -0.7451 2.7056 6.0268
H -0.9461 0.2170 6.0752
H -1.2757 -1.0567 3.9689
H -3.4035 -2.2616 0.5736
H -3.5403 -4.6944 1.0725
H -1.6473 -5.8559 2.2140
H 0.3956 -4.5584 2.8435
H 0.5378 -2.1316 2.3528
H -3.9017 0.8345 2.0573
H -5.9916 1.5345 0.9104
H -6.1412 1.4746 -1.5834
H -4.1909 0.6588 -2.9150
H -2.1162 -0.0840 -1.7754
H 0.6350 -0.8684 -0.2037
H -0.1912 0.5528 -0.9254
H 1.1103 2.1052 0.3924
H 2.8160 1.3096 2.0131
H 2.4073 -0.4490 1.5494
H -1.1901 2.6438 1.7332
H -0.8679 3.9110 3.8375
C 5.2364 2.4357 1.3802
C 5.6744 1.7358 2.7176
C 5.8410 0.2980 2.3103
C 5.5019 0.1064 0.9812
C 5.0089 1.3106 0.4145
C 4.5706 1.5020 -0.9351
C 4.6761 0.4550 -1.8916
C 4.0596 0.5707 -3.1343
C 3.3483 1.7324 -3.4704
C 3.3021 2.8055 -2.5689
C 3.9458 2.7174 -1.3390
H 4.3565 3.0767 1.5073
H 6.0620 3.0855 1.0305
H 6.5996 2.1867 3.1058
H 4.8952 1.8770 3.4840
H 6.1668 -0.4706 3.0069
H 5.5616 -0.8343 0.4295
H 5.2495 -0.4400 -1.6372
H 4.1278 -0.2542 -3.8470
H 2.8404 1.8053 -4.4340
H 2.7605 3.7185 -2.8259
H 3.9459 3.5693 -0.6534
*
```

Atom charges from the natural (NBO) analysis, given in e for atoms 1 to 8: -0.21 -0.21 -0.19 -0.52 1.69 -0.42 -0.20 -0.21

---

[5]
A structure of composition C37H57As3Cl3Ge3N2STi in a non-equilibrium geometry. Source: the Open Molecules 2025 dataset; level of theory: ωB97M-V/def2-TZVPD.

Output
lowest unoccupied orbital energy = -3.848 eV
Kohn-Sham gap = 0.23202 hartree
energy relative to the best compared isomer or geometry (same formula, charge and spin) = 37.3 kcal/mol
total energy = -17119.7297 a.u.
E_HOMO = -10.162 eV

Geometry as ORCA input:
```
! wB97M-V def2-TZVPD RIJCOSX def2/J DEFGRID3
* xyz 1 1
Ti -1.2313 0.4416 0.4883
C 3.5227 -3.9632 -0.0920
As 2.4245 -2.4303 0.5311
C 3.6015 -1.0026 -0.1556
C 3.1559 -2.3983 2.3689
C 2.1980 -2.8818 3.4500
C 1.5181 -4.1808 3.0334
C 1.1353 -1.8110 3.7458
As -0.4102 -1.4154 2.5297
C -1.5425 -2.9726 2.9964
C -1.1844 -0.2097 3.8808
C 2.9392 -3.1060 4.7812
As 4.6267 -4.1728 5.0799
C 4.6240 -5.5877 3.6962
C 5.9849 -2.9797 4.2612
H 3.1528 -4.8798 0.3641
H 4.5678 -3.8232 0.1796
H 3.4671 -4.0848 -1.1728
H 4.6208 -1.1554 0.1959
H 3.2453 -0.0365 0.2045
H 3.6072 -0.9805 -1.2437
H 3.4732 -1.3783 2.5981
H 4.0457 -3.0254 2.3737
H 0.9174 -4.0083 2.1350
H 0.8727 -4.5392 3.8319
H 2.2535 -4.9494 2.8244
H 1.6269 -0.8399 3.8867
H 0.6436 -2.0678 4.6938
H -1.2332 -3.4016 3.9500
H -1.4846 -3.7500 2.2358
H -2.5789 -2.6489 3.0818
H -1.1778 -0.6851 4.8645
H -2.2228 0.0481 3.6551
H -0.6091 0.7175 3.9465
H 2.2296 -3.5576 5.4833
H 3.1984 -2.1339 5.2141
H 3.8334 -6.3115 3.8877
H 5.5750 -6.1104 3.7794
H 4.5324 -5.2111 2.6805
H 5.7063 -1.9380 4.4011
H 6.1428 -3.1650 3.2021
H 6.9319 -3.1387 4.7746
C -5.5835 -0.2681 -3.4158
C -4.7153 -0.9489 -2.5815
C -3.6109 -0.2945 -2.0626
C -3.3598 1.0370 -2.3562
C -4.2388 1.7132 -3.1958
C -5.3374 1.0587 -3.7264
Ge -1.8118 2.0650 -1.5411
C -0.4239 2.4411 -2.9487
C -0.8417 2.5908 -4.2643
C 0.0517 2.9703 -5.2503
C 1.3842 3.1796 -4.9413
C 1.8151 3.0161 -3.6350
C 0.9125 2.6623 -2.6474
C -2.7729 3.8306 -1.4623
C -2.3321 4.9587 -2.1488
C -3.1108 6.1023 -2.1977
C -4.3495 6.1333 -1.5807
C -4.8041 5.0130 -0.9060
C -4.0142 3.8811 -0.8447
H -6.4555 -0.7620 -3.8188
H -4.8956 -1.9858 -2.3348
H -2.9112 -0.8409 -1.4363
H -4.0604 2.7522 -3.4385
H -6.0065 1.5874 -4.3896
H -1.8828 2.4220 -4.5106
H -0.3005 3.0990 -6.2623
H 2.0782 3.4747 -5.7127
H 2.8545 3.1690 -3.3839
H 1.2466 2.5708 -1.6189
H -1.3831 4.9393 -2.6731
H -2.7466 6.9752 -2.7178
H -4.9599 7.0214 -1.6316
H -5.7744 5.0214 -0.4301
H -4.3898 3.0071 -0.3339
C 1.3372 -2.3711 -2.9800
Ge -0.3978 -1.7062 -2.2806
C -1.2612 -3.1159 -1.1526
C -1.3602 -1.1713 -3.9380
C 0.0464 -0.2491 -1.0214
H 1.1637 -3.1841 -3.6770
H 1.9880 -2.7282 -2.1882
H 1.8457 -1.5769 -3.5204
H -0.5496 -3.9211 -0.9873
H -2.1525 -3.5361 -1.6104
H -1.5226 -2.6941 -0.1786
H -0.7698 -1.5152 -4.7812
H -1.4415 -0.0911 -4.0014
H -2.3516 -1.6012 -4.0181
H 0.6370 0.4851 -1.5708
H 0.7411 -0.7034 -0.2919
Cl -2.5312 2.1341 1.6114
Ge -4.4156 0.7538 2.1385
Cl -3.0788 -0.8850 1.0715
Cl -5.6359 0.9671 0.3665
S 0.8004 1.3904 1.6117
C 0.7418 3.0444 1.2608
N 1.5801 3.8740 1.9813
C 1.6012 5.2242 1.7412
C 0.7490 5.7311 0.8039
C -0.0780 4.8356 0.1112
N -0.0606 3.5171 0.3311
H 2.1655 3.4660 2.6978
H 2.3058 5.8092 2.3056
H 0.7059 6.7833 0.5809
H -0.7718 5.1664 -0.6388
*
```

Atom charges from the Löwdin analysis, given in e for atoms 1 to 8: 0.10 -0.29 1.15 -0.30 -0.35 -0.69 -0.09 -0.33

---

Q: Which value of total energy does entry 4 give?
A: -1527.2128 a.u.

---

Copy entry 4 word for word.
A cluster of 2 separate species, C32H31Si in total in a non-equilibrium geometry. Source: the Open Molecules 2025 dataset; level of theory: ωB97M-V/def2-TZVPD.

Output
lowest unoccupied orbital energy = -5.512 eV
Kohn-Sham gap = 0.19929 hartree
total energy = -1527.2128 a.u.
E_HOMO = -10.934 eV

Geometry as ORCA input:
```
! wB97M-V def2-TZVPD RIJCOSX def2/J DEFGRID3
* xyz 1 1
C -0.8859 2.1479 5.0985
C -0.9988 0.7540 5.1261
C -1.1740 0.0318 3.9389
C -1.2216 0.7066 2.7111
Si -1.3023 -0.2046 1.0829
C -1.4276 -2.0391 1.4324
C -2.5701 -2.7677 1.0704
C -2.6451 -4.1374 1.3545
C -1.5836 -4.7884 1.9928
C -0.4398 -4.0636 2.3449
C -0.3587 -2.6928 2.0671
C -2.8683 0.3407 0.2158
C -3.9655 0.7919 0.9652
C -5.1425 1.1910 0.3167
C -5.2275 1.1521 -1.0793
C -4.1345 0.6971 -1.8256
C -2.9600 0.2840 -1.1843
C 0.2125 0.1274 0.0078
C 1.2325 1.0438 0.6214
C 2.2497 0.6184 1.3906
C -1.1342 2.1068 2.6859
C -0.9559 2.8234 3.8754
H -0.7451 2.7056 6.0268
H -0.9461 0.2170 6.0752
H -1.2757 -1.0567 3.9689
H -3.4035 -2.2616 0.5736
H -3.5403 -4.6944 1.0725
H -1.6473 -5.8559 2.2140
H 0.3956 -4.5584 2.8435
H 0.5378 -2.1316 2.3528
H -3.9017 0.8345 2.0573
H -5.9916 1.5345 0.9104
H -6.1412 1.4746 -1.5834
H -4.1909 0.6588 -2.9150
H -2.1162 -0.0840 -1.7754
H 0.6350 -0.8684 -0.2037
H -0.1912 0.5528 -0.9254
H 1.1103 2.1052 0.3924
H 2.8160 1.3096 2.0131
H 2.4073 -0.4490 1.5494
H -1.1901 2.6438 1.7332
H -0.8679 3.9110 3.8375
C 5.2364 2.4357 1.3802
C 5.6744 1.7358 2.7176
C 5.8410 0.2980 2.3103
C 5.5019 0.1064 0.9812
C 5.0089 1.3106 0.4145
C 4.5706 1.5020 -0.9351
C 4.6761 0.4550 -1.8916
C 4.0596 0.5707 -3.1343
C 3.3483 1.7324 -3.4704
C 3.3021 2.8055 -2.5689
C 3.9458 2.7174 -1.3390
H 4.3565 3.0767 1.5073
H 6.0620 3.0855 1.0305
H 6.5996 2.1867 3.1058
H 4.8952 1.8770 3.4840
H 6.1668 -0.4706 3.0069
H 5.5616 -0.8343 0.4295
H 5.2495 -0.4400 -1.6372
H 4.1278 -0.2542 -3.8470
H 2.8404 1.8053 -4.4340
H 2.7605 3.7185 -2.8259
H 3.9459 3.5693 -0.6534
*
```

Atom charges from the natural (NBO) analysis, given in e for atoms 1 to 8: -0.21 -0.21 -0.19 -0.52 1.69 -0.42 -0.20 -0.21